[1]
Molecular formula: C33H37N7O7P2Zn
Method: DFT, ωB97M-V with the def2-TZVPD basis set

**M**: 771.04 g mol⁻¹
**Max |F|**: 4.07 eV/Å
**LUMO level**: -0.0878 hartree
**HOMO-LUMO gap**: 5.967 eV
**Charge**: 0

Each line ends with the Löwdin charge.
Geometry (Å):
Zn1 0.5150 -2.1777 3.0813  0.8638
C1 -1.2002 2.6573 3.3489  -0.1246
C2 -1.9945 2.0797 2.4401  -0.0988
C3 -1.7237 1.9941 0.9509  -0.2196
C4 -0.4974 1.1686 0.5533  -0.2202
C5 0.7685 1.8630 0.0778  -0.1039
C6 1.3121 2.8995 0.7376  -0.0907
C7 0.5178 3.7779 1.6530  -0.1877
C8 0.0782 3.4103 3.1108  -0.1677
C9 2.0100 -3.3438 2.8683  -0.2285
H1 -1.5178 2.6334 4.3979  0.1018
H2 -2.9728 1.6548 2.7183  0.1056
H3 -1.7564 2.9736 0.4496  0.1028
H4 -2.6049 1.4587 0.5578  0.1072
H5 -0.2851 0.4399 1.3601  0.0995
H6 -0.8140 0.5102 -0.2818  0.0162
H7 1.3772 1.2357 -0.5759  0.0699
H8 2.3498 3.2077 0.5667  0.1057
H9 -0.3587 4.1538 1.1134  0.1058
H10 1.1856 4.6460 1.7985  0.1074
H11 0.8950 2.8737 3.6301  0.0898
H12 -0.0614 4.3940 3.6141  0.1190
H13 2.2796 -3.4992 3.9194  -0.0126
H14 2.7791 -2.7339 2.4117  -0.0293
H15 1.8907 -4.2798 2.3386  -0.0263
P1 1.7798 -1.1727 -2.5744  1.1139
P2 -1.8521 -0.4827 -2.5009  1.1350
N1 3.0939 -0.0627 -2.9730  -0.2836
N2 2.4229 -2.4735 -3.7214  -0.2418
N3 -1.9324 1.1496 -3.1539  -0.2652
N4 -3.4156 -0.9836 -3.4055  -0.2373
C10 0.6377 -0.4778 -3.8634  -0.4116
C11 -0.7561 -1.1359 -3.8560  -0.4010
C12 4.0595 0.2812 -2.0155  -0.1588
C13 4.9891 1.1269 -2.6046  -0.0970
C14 4.5975 1.3159 -3.9702  -0.0794
C15 3.4465 0.5618 -4.1747  -0.1451
C16 2.5709 -3.8106 -3.3510  -0.1621
C17 2.9720 -4.5444 -4.4651  -0.1064
C18 3.0606 -3.6407 -5.5692  -0.0885
C19 2.7218 -2.3829 -5.0850  -0.1568
C20 -1.5685 2.2945 -2.4234  -0.1260
C21 -1.4816 3.3742 -3.2936  -0.0766
C22 -1.8134 2.8959 -4.6019  -0.0761
C23 -1.9998 1.5265 -4.5032  -0.1798
C24 -4.2800 -0.4134 -4.3416  -0.1524
C25 -5.2055 -1.3701 -4.7729  -0.0956
C26 -4.9181 -2.5765 -4.0586  -0.1092
C27 -3.7971 -2.3289 -3.2754  -0.1856
H16 1.0707 -0.6702 -4.8524  0.0519
H17 0.5942 0.6179 -3.7416  0.0816
H18 -1.2219 -0.9306 -4.8357  0.0788
H19 -0.6913 -2.2322 -3.7284  0.0781
H20 3.9995 -0.1417 -1.0230  0.0928
H21 5.8492 1.5582 -2.1140  0.0895
H22 5.1121 1.9017 -4.7163  0.0922
H23 2.8761 0.4185 -5.0792  0.0870
H24 2.3633 -4.1120 -2.3320  0.0904
H25 3.1932 -5.6008 -4.4892  0.0866
H26 3.3284 -3.8623 -6.5956  0.0935
H27 2.6567 -1.4486 -5.6258  0.0779
H28 -1.4103 2.2508 -1.3617  0.0515
H29 -1.2020 4.3785 -3.0124  0.0934
H30 -1.9148 3.4968 -5.4967  0.0970
H31 -2.2005 0.8155 -5.2919  0.0987
H32 -4.1914 0.6156 -4.6630  0.0871
H33 -5.9831 -1.2166 -5.5128  0.0901
H34 -5.4577 -3.5161 -4.1189  0.0897
H35 -3.2415 -2.9885 -2.6215  0.0907
O1 -1.0436 0.2138 10.2630  0.0575
N5 -0.1116 0.4798 9.4658  -0.3151
O2 0.8866 1.1545 9.7900  0.0710
C28 -0.2452 -0.0630 8.1182  -0.1129
C29 -1.3566 -0.8879 7.8625  0.1076
C30 -1.5529 -1.4156 6.5975  -0.0470
C31 -0.5921 -1.2484 5.5459  -0.2180
O3 -0.7453 -1.9562 4.4738  -0.1281
C32 0.4940 -0.3142 5.7969  -0.0539
C33 0.6685 0.2377 7.0831  0.1140
N6 1.2639 0.2514 4.7121  -0.2299
O4 1.9671 1.2472 4.9565  0.0875
O5 1.1556 -0.1803 3.4864  -0.0586
N7 -2.7471 -2.2288 6.3501  -0.2902
O6 -3.4657 -2.5042 7.3414  0.0543
O7 -3.0524 -2.5456 5.1823  0.0844
H36 -2.0736 -1.1509 8.6439  0.1404
H37 1.5185 0.9089 7.2565  0.1407

***

[2]
Molecular formula: C34H94O29S13
Method: DFT, ωB97M-V with the def2-TZVPD basis set

**M**: 1383.97 g mol⁻¹
**Max |F|**: 4.74 eV/Å
**LUMO level**: -0.0118 hartree
**HOMO-LUMO gap**: 7.472 eV
**Charge**: 0

Each line ends with the Löwdin charge.
Geometry (Å):
O1 -3.0798 -1.8681 -0.6570  -0.2964
S1 -3.9410 -2.8813 -0.0322  0.6642
O2 -4.2631 -2.7069 1.3828  -0.2980
O3 -5.2926 -3.0918 -0.8763  -0.2620
C1 -6.2755 -3.8674 -0.2487  -0.3193
C2 -7.3235 -4.1359 -1.2402  -0.0720
C3 -3.1492 -4.5961 -0.2390  -0.0576
H1 -6.6613 -3.3421 0.6250  0.1282
H2 -5.8840 -4.8663 -0.0562  0.1208
H3 -8.1496 -4.5628 -0.6715  0.0916
H4 -7.0431 -4.7201 -2.1167  0.0968
H5 -7.8726 -3.2335 -1.5091  0.0812
H6 -3.3670 -4.9082 -1.2603  0.0683
H7 -3.5771 -5.2238 0.5427  0.0617
H8 -2.0789 -4.4261 -0.1222  0.0487
O4 0.4319 -4.1754 1.1566  -0.3011
S2 1.7702 -4.1852 1.6516  0.6695
O5 2.4649 -2.9510 1.8622  -0.2839
O6 1.6448 -5.0389 3.1366  -0.2724
C4 0.9714 -6.2624 3.1645  -0.2901
C5 -0.4978 -5.9740 3.4554  -0.0640
C6 2.7958 -5.4124 0.6349  -0.0585
H9 1.5213 -6.8208 3.9220  0.1307
H10 0.9797 -6.7515 2.1904  0.1053
H11 -1.0360 -6.9102 3.6041  0.0844
H12 -1.0079 -5.5581 2.5865  0.0588
H13 -0.6162 -5.2749 4.2832  0.0792
H14 3.1407 -4.8917 -0.2584  0.0277
H15 2.0621 -6.1243 0.2568  0.0649
H16 3.5607 -5.7456 1.3364  0.0761
O7 0.8620 2.8970 0.9704  -0.3460
S3 0.9856 2.9445 2.4521  0.6909
O8 0.4341 1.9141 3.3025  -0.2944
O9 2.5872 3.0696 2.8512  -0.2694
C7 3.4521 3.7820 2.0586  -0.3026
C8 4.7878 3.2933 2.5445  -0.0568
C9 0.3985 4.6745 3.0334  -0.0569
H17 3.3279 4.8399 2.2901  0.1286
H18 3.3453 3.5011 1.0109  0.1003
H19 4.9998 3.4949 3.5945  0.0898
H20 5.5644 3.8159 1.9860  0.0635
H21 4.9860 2.2321 2.3943  0.0521
H22 0.7460 4.6952 4.0663  0.0673
H23 -0.6857 4.6251 2.9320  0.0567
H24 0.7962 5.3919 2.3156  0.0534
O10 -4.0139 2.8312 3.0283  -0.3099
S4 -4.2398 1.3992 2.7739  0.7299
O11 -4.2982 0.4342 3.8644  -0.3279
O12 -5.7019 1.2357 1.9273  -0.2566
C10 -6.3221 -0.0415 1.7836  -0.2999
C11 -7.8373 0.1152 1.6492  -0.0527
C12 -2.9365 0.8208 1.4852  -0.0573
H25 -6.0051 -0.7006 2.5917  0.1029
H26 -5.9639 -0.6021 0.9202  0.0865
H27 -8.2758 0.4457 2.5908  0.0808
H28 -8.2607 -0.8691 1.4489  0.0701
H29 -8.0896 0.7698 0.8150  0.0768
H30 -1.9582 0.7333 1.9578  0.0503
H31 -2.8820 1.6950 0.8364  0.0283
H32 -3.2732 -0.0234 0.8834  0.0246
O13 -4.3454 0.9566 -1.1200  -0.3125
S5 -5.1569 1.3639 -2.2886  0.6876
O14 -5.6923 2.7138 -2.3401  -0.2950
O15 -4.3037 1.1771 -3.6820  -0.2958
C13 -3.3721 0.1208 -3.7317  -0.2852
C14 -3.4441 -0.3233 -5.1873  -0.0473
C15 -6.5115 0.0656 -2.5707  -0.0622
H33 -3.4797 -0.6478 -2.9663  0.0995
H34 -2.4702 0.6293 -3.3909  0.0827
H35 -4.3923 -0.7452 -5.5206  0.0810
H36 -2.6701 -1.0559 -5.4159  0.0820
H37 -3.1179 0.4636 -5.8675  0.0479
H38 -7.0829 0.3542 -3.4530  0.0712
H39 -7.0771 -0.0152 -1.6425  0.0487
H40 -5.9824 -0.8844 -2.6464  0.0477
O16 -4.3442 -4.3789 5.9779  -0.3045
S6 -3.6672 -3.2922 6.6463  0.7057
O17 -3.1838 -3.4174 8.0506  -0.3060
O18 -2.3774 -2.8446 5.6319  -0.2660
C16 -2.3816 -3.0285 4.2491  -0.3157
C17 -1.1115 -2.4145 3.6431  -0.0393
C18 -4.6937 -1.8366 6.4134  -0.0999
H41 -3.2055 -2.4354 3.8524  0.0866
H42 -2.6508 -4.0142 3.8696  0.1069
H43 -0.2597 -2.8094 4.1968  0.0714
H44 -1.0481 -1.3311 3.7446  0.0804
H45 -0.9502 -2.7003 2.6037  0.0556
H46 -5.6669 -2.2927 6.5949  0.0690
H47 -4.5314 -1.5220 5.3825  0.0385
H48 -4.4691 -1.0727 7.1579  0.0798
O19 -0.4658 1.4231 -1.4342  -0.3030
S7 0.2023 0.1139 -1.5714  0.7072
O20 -0.1306 -0.8653 -2.6113  -0.2954
O21 1.8558 0.3411 -1.7549  -0.2631
C19 2.5525 1.0941 -0.7689  -0.3230
C20 3.8922 0.5560 -0.6840  -0.0650
C21 0.1775 -0.8661 -0.0110  -0.0826
H49 1.9762 1.0245 0.1537  0.0874
H50 2.4793 2.1670 -0.9464  0.1039
H51 4.3163 0.3957 -1.6752  0.0684
H52 3.8069 -0.4401 -0.2496  0.0818
H53 4.5287 1.1718 -0.0486  0.0548
H54 0.1197 -0.1139 0.7758  0.0489
H55 1.0973 -1.4459 0.0660  0.0510
H56 -0.6550 -1.5646 0.0739  0.0497
O22 2.9823 -2.9385 -2.0882  -0.2779
S8 4.2846 -3.1673 -2.6593  0.7039
O23 4.5050 -4.1298 -3.7623  -0.3078
O24 4.9805 -1.7171 -3.2226  -0.2817
C22 6.4237 -1.6361 -3.3665  -0.2613
C23 6.6841 -0.8654 -4.7120  -0.0504
C24 5.5106 -3.6513 -1.3103  -0.0951
H57 6.8187 -2.6343 -3.5554  0.0962
H58 7.0219 -1.2034 -2.5646  0.1081
H59 7.6849 -1.0027 -5.1213  0.0747
H60 6.5931 0.2043 -4.5234  0.0544
H61 6.0265 -1.1931 -5.5172  0.0877
H62 5.5004 -2.9286 -0.4943  0.0635
H63 6.4848 -3.7809 -1.7816  0.0532
H64 5.2884 -4.6489 -0.9314  0.0513
C25 5.2207 -0.8448 2.5379  -0.2576
S9 5.1305 -0.7389 4.3488  0.8298
O25 5.5700 0.6266 4.8511  -0.5667
C26 3.3438 -0.9105 4.7316  -0.2343
H65 6.2588 -1.1195 2.3512  0.0433
H66 4.9620 0.1008 2.0615  0.0208
H67 4.5639 -1.6186 2.1403  0.0237
H68 3.2006 -0.6652 5.7839  0.0547
H69 3.0026 -1.9095 4.4602  0.0358
H70 2.7229 -0.2024 4.1828  0.0464
C27 3.9963 1.9719 -4.2722  -0.2630
S10 2.7858 3.1017 -5.0023  0.8588
O26 1.7070 2.2738 -5.6725  -0.5620
C28 2.0072 3.6081 -3.4199  -0.2405
H71 4.5861 1.3905 -4.9809  0.0421
H72 3.4581 1.2931 -3.6105  0.0392
H73 4.6713 2.5972 -3.6879  0.0125
H74 1.3269 4.4184 -3.6818  0.0266
H75 2.8406 4.0396 -2.8654  0.0427
H76 1.4541 2.8081 -2.9277  0.0443
C29 -2.3262 4.3547 -0.5511  -0.1864
S11 -0.6383 5.2164 -0.9023  0.8372
O27 -0.4626 5.5898 -2.3626  -0.5567
C30 -1.0659 6.6898 0.0653  -0.2874
H77 -2.3381 3.9109 0.4444  0.0305
H78 -2.2761 3.4497 -1.1566  0.0164
H79 -3.1817 5.0059 -0.7306  0.0603
H80 -1.5201 6.5094 1.0396  0.0487
H81 -1.7318 7.2299 -0.6078  0.0489
H82 -0.2533 7.4022 0.2079  0.0461
C31 -3.4493 4.5050 -4.5775  -0.2563
S12 -2.7892 3.2245 -5.6913  0.8573
O28 -2.0997 3.8970 -6.9084  -0.5716
C32 -1.4388 2.7610 -4.5514  -0.2549
H83 -3.9472 4.0871 -3.7025  0.0248
H84 -4.2099 5.1277 -5.0485  0.0491
H85 -2.6689 5.2275 -4.3384  0.0496
H86 -1.7810 2.6495 -3.5226  0.0293
H87 -0.6593 3.5227 -4.5352  0.0411
H88 -0.9598 1.8542 -4.9207  0.0537
C33 6.9890 1.8689 -0.8864  -0.2550
S13 6.4312 3.4766 -1.5907  0.8689
O29 5.0701 3.7126 -0.9158  -0.5694
C34 7.7108 4.4913 -0.6710  -0.2354
H89 6.6515 1.7027 0.1366  0.0505
H90 8.0683 1.7684 -1.0013  0.0508
H91 6.5771 1.0329 -1.4518  0.0167
H92 7.5009 4.4290 0.3968  0.0426
H93 7.5913 5.5396 -0.9447  0.0463
H94 8.7385 4.1542 -0.8064  0.0497

***

[3]
Molecular formula: C21H40BN3O5S
Method: DFT, ωB97M-V with the def2-TZVPD basis set

**M**: 457.45 g mol⁻¹
**Max |F|**: 1.28 eV/Å
**LUMO level**: 0.0146 hartree
**HOMO-LUMO gap**: 9.495 eV
**Charge**: 0

Each line ends with the Löwdin charge.
Geometry (Å):
C1 3.8729 1.1977 -2.6474  0.1681
C2 3.1611 1.2660 -1.6878  -0.1128
C3 2.2544 1.2632 -0.5391  -0.2089
C4 0.8261 1.1992 -1.1347  -0.2974
C5 0.5036 2.5379 -1.8103  -0.0664
C6 -0.9125 2.5712 -2.4630  -0.6584
N1 -0.8909 3.4281 -3.6623  0.0667
N2 -1.8373 3.1882 -1.5398  0.0914
N3 -1.3008 1.2480 -2.9463  0.0921
O1 -0.2801 0.9267 -0.2376  -0.2756
S1 -0.0819 1.3314 1.3036  0.9250
O2 -1.4032 1.3105 1.8713  -0.3426
O3 0.6722 -0.0133 1.8312  -0.2299
C7 2.1023 0.2881 1.8826  -0.1970
B1 2.3009 1.6343 2.7379  -0.6507
O4 2.8076 2.8403 2.2720  0.1509
O5 1.9103 1.5294 4.0475  0.0529
C8 1.1286 2.5920 4.5817  -0.0530
C9 2.7803 0.2287 0.5007  -0.3129
C10 4.1933 0.6995 0.8503  -0.1314
C11 4.9983 0.0580 1.6945  0.0463
C12 2.9316 -1.2667 0.0061  -0.0961
C13 2.1528 -1.8434 -1.1820  -0.1704
C14 0.7204 -2.3817 -1.0013  -0.1916
C15 0.4393 -3.2238 0.2500  -0.2014
C16 -1.0576 -3.5753 0.3278  -0.2104
C17 -1.9520 -2.4208 0.7633  -0.2101
C18 -3.3627 -2.8543 1.1940  -0.1936
C19 -4.3812 -1.7187 0.9705  -0.1997
C20 -5.3310 -1.9703 -0.2294  -0.2512
C21 -5.0866 -0.9752 -1.3693  -0.1177
H1 4.5369 1.3099 -3.4663  0.0360
H2 2.3859 2.2498 -0.0920  0.1371
H3 0.7553 0.4617 -1.9189  0.1206
H4 0.4906 3.2859 -1.0157  0.1227
H5 1.2386 2.7692 -2.5709  0.1156
H6 -0.4470 2.8908 -4.3996  0.0713
H7 -0.3205 4.2430 -3.4755  0.0727
H8 -1.7608 2.8144 -0.6051  0.0515
H9 -2.7903 3.1155 -1.8688  0.0815
H10 -1.9135 0.7903 -2.2854  0.0728
H11 -1.7890 1.3228 -3.8288  0.0740
H12 2.5351 -0.5100 2.4764  0.1478
H13 2.1391 3.4901 2.0299  0.1078
H14 1.7159 3.2401 5.2287  0.0950
H15 0.3339 2.1541 5.1768  0.0983
H16 0.6599 3.2127 3.8180  0.0854
H17 4.5606 1.6300 0.4379  0.1212
H18 4.8978 -1.0035 1.8685  0.0748
H19 5.7742 0.6157 2.1962  0.0705
H20 2.7821 -1.9278 0.8555  0.1085
H21 3.9772 -1.3930 -0.2585  0.1091
H22 2.1600 -1.1734 -2.0349  0.0896
H23 2.7288 -2.7074 -1.5169  0.1126
H24 0.5590 -3.0593 -1.8407  0.1123
H25 -0.0466 -1.6203 -1.0926  0.0869
H26 0.7833 -2.7615 1.1709  0.0965
H27 0.9575 -4.1783 0.1345  0.1107
H28 -1.3438 -3.8339 -0.6962  0.1113
H29 -1.2322 -4.4715 0.9211  0.1095
H30 -1.4766 -1.9260 1.6060  0.1089
H31 -2.0312 -1.6927 -0.0386  0.0962
H32 -3.6607 -3.7581 0.6675  0.1001
H33 -3.3284 -3.0497 2.2636  0.1055
H34 -4.9949 -1.5922 1.8596  0.1002
H35 -3.8614 -0.7824 0.7915  0.0909
H36 -5.1964 -2.9795 -0.6117  0.0933
H37 -6.3650 -1.8897 0.0989  0.0945
H38 -4.1725 -1.2617 -1.8898  0.0639
H39 -4.9650 0.0312 -0.9792  0.0647
H40 -5.8937 -1.0036 -2.0976  0.0638

***

> What is the formula in the third record?

C21H40BN3O5S